# C30H83N3O19

10 unconnected molecules or ions with the total composition C30H83N3O19 in a non-equilibrium geometry (ωB97M-V with the def2-TZVPD basis set, the OMol25 dataset).

Element x y z (Å)
C: -6.07 -0.78 4.60
O: -6.33 -0.21 3.35
C: -5.34 0.52 2.80
C: -4.53 -0.24 1.62
N: -4.88 -1.65 1.68
C: -3.92 -2.48 1.00
C: -2.95 -3.25 1.97
O: -2.52 -2.32 2.98
C: -1.20 -2.55 3.42
H: -5.26 -1.50 4.49
H: -6.93 -1.39 4.90
H: -5.74 -0.15 5.42
H: -4.83 0.94 3.67
H: -5.82 1.31 2.23
H: -3.46 -0.23 1.85
H: -4.81 0.17 0.65
H: -5.33 -1.88 2.56
H: -3.35 -1.97 0.22
H: -4.47 -3.30 0.54
H: -2.11 -3.60 1.37
H: -3.44 -4.14 2.38
H: -0.53 -2.41 2.57
H: -1.06 -3.53 3.87
H: -1.04 -1.81 4.20
C: 5.43 3.28 -8.58
O: 5.37 2.71 -7.21
C: 4.06 2.77 -6.74
C: 3.91 1.79 -5.58
N: 4.43 2.27 -4.31
C: 3.74 1.74 -3.13
C: 2.26 2.20 -2.90
O: 1.94 2.73 -1.66
C: 2.39 4.03 -1.42
H: 5.08 4.31 -8.70
H: 5.01 2.66 -9.38
H: 6.51 3.39 -8.68
H: 3.38 2.44 -7.52
H: 3.67 3.78 -6.64
H: 4.42 0.85 -5.81
H: 2.91 1.38 -5.51
H: 4.39 3.28 -4.28
H: 4.30 2.08 -2.26
H: 3.84 0.65 -3.17
H: 1.54 1.43 -3.18
H: 2.05 2.86 -3.74
H: 1.77 4.20 -0.54
H: 2.05 4.75 -2.17
H: 3.45 3.90 -1.23
C: -0.54 0.91 3.18
O: -0.04 0.98 4.49
C: -0.37 2.13 5.29
C: -1.79 1.92 6.02
N: -2.15 3.23 6.56
C: -3.55 3.15 6.95
C: -3.96 4.42 7.64
O: -3.10 4.62 8.81
C: -3.47 5.76 9.61
H: -1.61 1.10 3.17
H: -0.51 -0.08 2.73
H: -0.01 1.56 2.49
H: -0.46 3.07 4.74
H: 0.39 2.20 6.06
H: -1.69 1.24 6.86
H: -2.54 1.55 5.32
H: -1.45 3.56 7.22
H: -3.63 2.34 7.68
H: -4.25 2.95 6.14
H: -4.95 4.19 8.05
H: -4.17 5.31 7.04
H: -3.32 6.72 9.12
H: -2.81 5.89 10.47
H: -4.50 5.65 9.94
C: 3.38 1.65 2.41
C: 3.26 3.17 1.99
O: 3.99 3.99 2.93
O: 3.28 0.84 1.25
H: 2.80 1.36 3.29
H: 4.45 1.60 2.60
H: 2.22 3.52 2.04
H: 3.56 3.14 0.94
H: 3.92 4.88 2.59
H: 4.16 0.67 0.91
C: 4.69 -2.11 -0.62
C: 4.74 -2.06 -2.19
O: 5.99 -2.59 -2.61
O: 5.80 -1.57 0.07
H: 4.71 -3.16 -0.31
H: 3.77 -1.66 -0.25
H: 4.80 -1.04 -2.58
H: 3.85 -2.54 -2.60
H: 6.68 -2.19 -2.07
H: 6.36 -0.95 -0.39
C: -2.62 -4.52 -3.88
C: -3.59 -4.27 -2.60
O: -4.11 -2.92 -2.60
O: -1.41 -3.81 -3.71
H: -3.12 -4.15 -4.78
H: -2.22 -5.53 -3.75
H: -3.13 -4.55 -1.66
H: -4.34 -5.04 -2.79
H: -5.03 -3.02 -2.36
H: -1.13 -3.92 -2.80
C: 2.07 -1.52 -6.15
C: 0.98 -2.01 -5.32
O: 0.02 -2.92 -5.97
O: 1.57 -0.44 -6.90
H: 2.65 -2.26 -6.70
H: 2.84 -1.14 -5.49
H: 0.24 -1.28 -5.01
H: 1.40 -2.45 -4.42
H: -0.52 -3.25 -5.25
H: 0.87 -0.82 -7.43
C: 0.58 -4.32 -0.93
C: 0.99 -3.92 0.49
O: 0.31 -4.83 1.40
O: -0.73 -3.89 -1.07
H: 0.74 -5.40 -0.90
H: 1.06 -3.97 -1.84
H: 0.60 -2.96 0.83
H: 2.07 -3.88 0.56
H: 1.00 -5.35 1.82
H: -1.37 -4.57 -0.86
C: -0.90 -0.35 -1.38
C: 0.20 0.19 -0.43
O: 1.00 -0.73 0.28
O: -1.35 0.56 -2.44
H: -1.81 -0.68 -0.88
H: -0.47 -1.30 -1.71
H: -0.18 1.00 0.19
H: 0.88 0.80 -1.03
H: 1.40 -0.24 1.00
H: -1.58 0.03 -3.21
O: -2.65 -1.19 -4.41
H: -3.03 -1.84 -3.83
H: -2.14 -1.69 -5.04

Results
- HOMO-LUMO gap: 0.301 Ha
- LUMO level: 0.33 eV
- Spin multiplicity: 1
- Total charge: 0
- Structure (SMILES): COCCNCCOC.COCCNCCOC.COCCNCCOC.OCCO.OCCO.OCCO.OCCO.OCCO.OCCO.O